The following is a DFT calculation (wB97M-V/def2-TZVPD) of a molecular structure, C10H9ClINOTi in a non-equilibrium geometry.

The value obtained for the largest force on an atom is 2.39 eV Å⁻¹. As for the expectation value of S²: 2.0390. Its net charge is 0. For the total energy, the calculation gives -2123.6965 a.u. The multiplicity is 3. The calculation puts the HOMO energy (spin up / spin down) at -5.62 / -7.85 eV. The frontier orbital gap (spin up / spin down) is 4.850 / 6.597 eV. The energy above the lowest of the compared OMol25 structures with the same formula, charge and spin comes out at 21.6 kcal/mol.

Last column: Löwdin spin population.
Geometry (Å):
Ti: -0.1186 0.2427 -0.1395  0.879
C: 0.5790 -0.4538 -2.0071  0.012
H: 1.6732 -0.5227 -1.8921  0.006
H: 0.1366 -1.4015 -2.3337  0.001
H: 0.3029 0.3750 -2.6757  0.008
H: -1.2810 1.0431 -1.1941  0.092
H: -1.7664 0.7442 -0.4354  0.109
Cl: 1.9177 1.7203 6.1273  0.012
C: 1.7923 1.5488 4.4207  0.067
C: 2.6439 2.2580 3.5770  0.011
C: 2.5093 2.2169 2.1726  0.069
I: 3.8323 3.2358 0.9080  0.013
C: 1.5138 1.3774 1.6472  0.026
O: 1.1901 1.4437 0.3555  -0.012
C: 0.7407 0.5276 2.4904  0.052
N: -0.2554 -0.1724 1.8307  0.145
C: -1.1615 -0.8720 2.5535  0.221
C: -1.1786 -0.7664 3.9501  0.017
C: -0.2261 -0.0149 4.6338  0.231
C: 0.7824 0.6543 3.9139  0.016
H: 3.4254 2.8611 4.0214  0.000
H: -1.8474 -1.4931 1.9760  0.016
H: -1.9593 -1.2968 4.4965  -0.004
H: -0.2641 0.0793 5.7215  0.014

Atoms 1-2, force components in eV/Å:
Ti 2.32 -0.36 -0.47
C -0.23 -0.36 0.68

=====

The following is a DFT calculation (wB97M-V/def2-TZVPD) of C10H9F3N2 in the gas phase in a non-equilibrium geometry.

The value obtained for the largest force on an atom is 3.80 eV Å⁻¹. Its net charge is 0. For the total energy, the calculation gives -795.4692 a.u. The calculation puts the HOMO energy (spin up / spin down) at -8.54 / -8.54 eV. The frontier orbital gap (spin up / spin down) is 7.094 / 7.095 eV. The energy above the lowest of the compared OMol25 structures with the same formula, charge and spin comes out at 9.2 kcal/mol.

Last column: natural (NBO) charge in e.
Geometry (Å):
H: -0.2249 -1.9884 -0.4564  0.348
N: 0.7301 -2.1992 -0.3571  -0.535
C: 1.5226 -1.1688 -0.2428  0.168
C: 2.9587 -1.3714 -0.1380  -0.216
C: 3.8904 -0.4127 -0.0914  -0.177
C: 3.4920 0.9414 -0.4503  -0.195
C: 2.2274 1.2965 -0.5926  -0.218
C: 1.1000 0.3036 -0.4270  0.246
N: -0.0818 0.7544 -0.4127  -0.405
C: -1.2804 0.2543 -0.7272  -0.017
C: -2.3068 0.3628 0.1639  -0.150
C: -2.1636 0.9225 1.6085  -0.648
C: -3.7124 -0.2678 0.0007  0.969
F: -3.7734 -0.9157 -1.1206  -0.309
F: -4.0801 -1.1645 0.9842  -0.334
F: -4.6971 0.7525 -0.0153  -0.356
H: 3.1650 -2.4951 -0.0802  0.237
H: 4.8873 -0.4780 0.1693  0.219
H: 4.2560 1.6239 -0.7480  0.220
H: 1.7909 2.3200 -0.8796  0.237
H: -1.4543 -0.1123 -1.7660  0.229
H: -3.0806 1.4100 1.7832  0.232
H: -1.3621 1.6187 1.6046  0.223
H: -1.8029 0.0132 2.1907  0.232

Atoms 1-2, force components in eV/Å:
H -1.55 0.75 -0.19
N 3.10 0.95 0.79

=====

The following is a DFT calculation (wB97M-V/def2-TZVPD) of a molecular structure, C10H9FI2O in a non-equilibrium geometry.

The value obtained for the largest force on an atom is 5.27 eV Å⁻¹. Its net charge is 0. For the total energy, the calculation gives -1156.7476 a.u. The calculation puts the HOMO energy at -7.45 eV. The frontier orbital gap is 7.437 eV. The energy above the lowest of the compared OMol25 structures with the same formula, charge and spin comes out at 95.0 kcal/mol.

Last column: natural (NBO) charge in e.
Geometry (Å):
C: 1.6220 0.2849 1.8940  -0.208
C: 1.5167 -0.3149 3.1695  -0.265
C: -0.4719 -1.4263 2.5170  -0.295
C: -0.2443 -0.9622 1.2389  -0.182
C: 0.7251 -0.0461 0.8715  0.244
C: 0.4592 -1.1369 3.5164  0.379
C: -0.0702 1.1233 -1.0523  -0.077
C: -0.3552 0.4681 -2.3866  -0.420
C: -0.4337 -1.0297 -2.3736  -0.465
C: -1.6273 1.2014 -3.0533  -0.598
O: 0.9949 0.4425 -0.3705  -0.521
F: 0.4047 -1.6817 4.6856  -0.292
I: 1.4394 -1.9932 -2.2488  0.123
I: -1.5172 -1.6102 -0.4039  0.593
H: 2.4182 0.8260 1.5659  0.227
H: 2.3091 -0.1048 3.9483  0.235
H: -1.4942 -1.9990 2.7338  0.245
H: 0.3179 2.2572 -1.2672  0.195
H: -1.0116 1.1834 -0.4637  0.191
H: 0.5976 0.7199 -3.0696  0.243
H: -1.7224 2.1928 -2.5659  0.210
H: -2.4090 0.3886 -2.8351  0.222
H: -1.4479 1.2168 -4.0505  0.214

Atoms 1-2, force components in eV/Å:
C -2.31 -2.51 1.02
C 1.54 1.17 0.47

=====

The following is a DFT calculation (wB97M-V/def2-TZVPD) of a molecular structure, C10H9N5O in a non-equilibrium geometry.

The value obtained for the largest force on an atom is 12.81 eV Å⁻¹. Its net charge is 0. For the total energy, the calculation gives -735.0832 a.u. The calculation puts the HOMO energy at -8.59 eV. The frontier orbital gap is 8.214 eV. The energy above the lowest of the compared OMol25 structures with the same formula, charge and spin comes out at 95.1 kcal/mol.

Last column: natural (NBO) charge in e.
Geometry (Å):
C: 0.9263 -0.6220 -3.3445  -0.198
H: 0.9198 -1.7355 -3.4262  0.180
O: 0.3335 -0.3339 -1.9421  -0.453
C: 1.1273 -0.6737 -1.0044  0.337
C: 2.2893 -1.4323 -1.1861  -0.334
C: 3.1725 -1.5670 0.0276  -0.182
C: 2.7285 -1.1142 1.2051  -0.267
C: 1.3574 -0.7127 1.4451  -0.172
C: 0.6790 -0.4217 0.2801  -0.113
C: -0.6598 0.3631 0.3508  0.264
N: -1.0313 0.6837 1.7241  -0.155
N: -2.2169 1.1077 1.2526  -0.067
N: -2.5848 1.1659 -0.2772  0.014
N: -1.4106 0.7223 -0.5460  -0.250
C: -3.2750 1.6682 2.1253  -0.296
C: -4.2499 2.4606 1.4079  0.262
N: -5.3230 2.9315 0.8297  -0.262
H: -3.5160 1.0382 2.7276  0.213
H: -2.8080 2.5284 2.8851  0.244
H: 1.0562 -0.2124 2.3997  0.239
H: 3.1566 -1.5452 2.2560  0.206
H: 4.2794 -2.0184 0.1156  0.229
H: 2.9190 -1.5781 -1.8752  0.203
H: 0.3132 -0.2530 -4.0284  0.196
H: 1.8172 -0.4496 -3.4023  0.161

Atoms 1-2, force components in eV/Å:
C -8.30 -5.49 5.41
H -0.43 0.55 0.02

=====

The following is a DFT calculation (wB97M-V/def2-TZVPD) of 2 unconnected molecules or ions with the total composition C10H9NO in a non-equilibrium geometry.

The value obtained for the largest force on an atom is 6.21 eV Å⁻¹. Its net charge is 0. For the total energy, the calculation gives -516.3440 a.u. The calculation puts the HOMO energy at -7.47 eV. The frontier orbital gap is 7.149 eV. The energy above the lowest of the compared OMol25 structures with the same formula, charge and spin comes out at 75.3 kcal/mol.

Last column: natural (NBO) charge in e.
Geometry (Å):
C: -0.9657 1.2506 0.0835  0.173
C: -2.1080 0.5903 -0.0992  -0.258
C: -2.2140 -0.8409 -0.1425  -0.213
C: -1.0501 -1.5709 0.0118  0.240
C: 0.1718 -0.8676 0.0831  -0.057
C: 1.2877 -1.5638 -0.0254  -0.192
C: 2.5439 -0.9232 -0.1292  -0.202
C: 2.6598 0.4801 -0.0353  -0.219
C: 1.4941 1.1935 0.0521  -0.190
C: 0.2462 0.5348 0.0884  -0.085
H: -0.3399 3.3916 0.3965  0.394
H: -2.0878 2.9924 0.0460  0.387
H: -3.0919 1.1814 -0.2870  0.200
H: -3.2383 -1.2831 -0.3759  0.230
H: -0.9522 -3.4537 1.2601  0.422
H: 1.3294 -2.6297 -0.2211  0.228
H: 3.3823 -1.5511 -0.2989  0.209
H: 3.6048 1.0642 -0.2084  0.220
H: 1.5460 2.2984 -0.0760  0.211
N: -1.0711 2.6756 -0.0608  -0.842
O: -1.1468 -2.9690 -0.0620  -0.655

Atoms 1-2, force components in eV/Å:
C 0.13 2.73 -0.61
C -3.91 -1.12 -0.55

=====

The following is a DFT calculation (wB97M-V/def2-TZVPD) of C10H9NO2 in the gas phase in a non-equilibrium geometry.

The value obtained for the largest force on an atom is 4.79 eV Å⁻¹. Its net charge is 0. For the total energy, the calculation gives -591.5743 a.u. The calculation puts the HOMO energy at -8.61 eV. The frontier orbital gap is 8.657 eV. The energy above the lowest of the compared OMol25 structures with the same formula, charge and spin comes out at 84.2 kcal/mol.

Last column: natural (NBO) charge in e.
Geometry (Å):
H: 3.6939 0.7682 0.8057  0.327
N: 3.4662 0.7343 -0.1964  -0.585
C: 2.1715 0.5719 -0.3959  0.107
C: 1.0673 0.5411 0.5786  -0.123
C: 0.8129 1.5519 1.5278  -0.183
C: -0.3863 1.5967 2.2639  -0.218
C: -1.2542 0.4715 2.1058  -0.206
C: -0.9855 -0.5041 1.1703  -0.172
C: 0.2020 -0.4760 0.3606  -0.054
C: 0.4727 -1.3939 -0.6692  -0.202
C: -0.5215 -1.5909 -1.5751  -0.163
C: -1.3718 -1.3738 -2.5549  0.537
O: -2.4989 -2.1634 -2.6764  -0.704
O: -1.1099 -0.6340 -3.6504  -0.655
H: 1.8328 0.6353 -1.4554  0.190
H: 1.5158 2.4178 1.6060  0.223
H: -0.7060 2.1811 3.1280  0.228
H: -2.2100 0.4424 2.6158  0.213
H: -1.6846 -1.3155 0.9934  0.210
H: 1.4100 -1.9251 -0.7474  0.234
H: -2.5640 -2.7348 -1.8761  0.500
H: -1.9453 -0.7773 -4.2164  0.497

Atoms 1-2, force components in eV/Å:
H -0.30 -0.13 -0.16
N -2.97 -0.46 -0.37

=====

The following is a DFT calculation (wB97M-V/def2-TZVPD) of a molecular structure, C11H10AlClN in a non-equilibrium geometry.

The value obtained for the largest force on an atom is 4.19 eV Å⁻¹. Its net charge is -1. For the total energy, the calculation gives -1182.5026 a.u. The calculation puts the HOMO energy at -2.55 eV. The frontier orbital gap is 3.796 eV. The energy above the lowest of the compared OMol25 structures with the same formula, charge and spin comes out at 90.5 kcal/mol.

Last column: natural (NBO) charge in e.
Geometry (Å):
C: -0.4797 1.9171 -1.1562  -0.402
C: -0.6713 0.7224 -1.8990  -0.377
C: 0.6239 0.0803 -2.0391  -0.264
H: -1.4771 0.5632 -2.5984  0.260
C: 1.5553 0.8628 -1.3172  -0.376
C: 0.9152 2.0361 -0.7959  -0.283
H: 1.4504 2.9834 -0.7947  0.265
H: -1.2324 2.6835 -1.0975  0.252
H: 0.8963 -0.5629 -2.8784  0.264
H: 2.6197 0.7932 -1.3872  0.241
Al: -0.1867 0.2191 0.3289  1.589
Cl: -1.4378 -0.3420 1.8564  -0.493
C: -0.8653 -5.4166 -0.3681  -0.367
C: 0.4226 -5.5126 -0.9550  -0.370
C: 0.2847 -5.3025 -2.3508  -0.372
H: 1.3278 -5.7472 -0.4452  0.172
C: -1.0876 -5.0770 -2.6268  -0.371
C: -1.7986 -5.1473 -1.4018  -0.368
H: -2.8536 -5.0590 -1.2863  0.173
H: -1.0969 -5.5667 0.6605  0.174
H: 1.0675 -5.3495 -3.0718  0.171
H: -1.5144 -4.9257 -3.5909  0.171
N: 0.5081 2.9286 1.9486  -0.466
C: 0.3868 1.8830 1.4381  -0.223

Atoms 1-2, force components in eV/Å:
C 1.27 0.40 -0.72
C 1.23 -0.29 0.14

=====

The following is a DFT calculation (wB97M-V/def2-TZVPD) of a molecular structure, C11H10BF6N7O4ReS2.

The value obtained for the largest force on an atom is 0.69 eV Å⁻¹. As for the expectation value of S²: 0.7568. Its net charge is +2. For the total energy, the calculation gives -2607.5534 a.u. The multiplicity is 2. The calculation puts the HOMO energy (spin up / spin down) at -16.02 / -16.35 eV. The frontier orbital gap (spin up / spin down) is 6.345 / 7.056 eV.

Last column: Löwdin spin population.
Geometry (Å):
Re: 0.1018 0.6939 0.0712  0.777
C: 0.4881 -2.2667 3.0603  0.015
C: -0.1770 -1.2099 2.4787  0.024
N: 0.4853 -0.8153 1.3680  0.029
N: 1.5754 -1.6157 1.2404  0.000
C: 1.5909 -2.4941 2.2421  0.055
B: 2.5311 -1.3333 0.0760  -0.001
N: 1.6527 -1.4012 -1.2175  0.004
C: 1.7441 -2.1110 -2.3252  0.006
C: 0.7114 -1.7448 -3.2118  0.001
C: 0.0154 -0.7653 -2.5672  0.005
N: 0.5870 -0.5467 -1.3374  0.007
N: 2.9924 0.1400 0.2247  0.002
C: 4.1940 0.6898 0.3060  0.015
C: 4.0633 2.0837 0.3947  0.005
C: 2.7162 2.3183 0.3435  0.006
N: 2.0474 1.1316 0.2396  0.007
H: 0.2149 -2.8051 3.9504  0.000
H: -1.0862 -0.7165 2.7815  0.000
H: 2.3788 -3.2263 2.3192  0.002
H: 3.4474 -2.0824 0.0258  0.000
H: 2.5300 -2.8413 -2.4448  0.001
H: 0.5215 -2.1521 -4.1896  0.000
H: -0.8547 -0.2059 -2.8746  0.001
H: 5.0828 0.0783 0.2888  0.001
H: 4.8573 2.8054 0.4730  0.000
H: 2.1686 3.2476 0.3701  0.000
F: -4.7292 1.0750 1.1535  0.000
C: -4.2653 -0.1463 1.3533  0.000
F: -3.6364 -0.2120 2.5161  0.000
F: -5.2204 -1.0363 1.2822  0.000
S: -3.0207 -0.4931 0.0150  0.001
O: -2.2882 -1.6655 0.3343  0.000
O: -3.6065 -0.2581 -1.2542  -0.001
N: -1.9116 0.7701 0.2845  0.004
S: -2.0849 2.3691 -0.1286  0.006
O: -2.6559 3.1794 0.8720  -0.002
O: -0.6275 2.5914 -0.4640  0.018
C: -3.0052 2.6785 -1.7610  0.005
F: -2.8672 3.9616 -1.9666  0.001
F: -4.2558 2.3505 -1.6162  0.002
F: -2.4054 1.9805 -2.7059  0.001

Atoms 1-2, force components in eV/Å:
Re -0.33 -0.34 -0.50
C -0.01 0.03 0.00

=====

The following is a DFT calculation (wB97M-V/def2-TZVPD) of a molecular structure, C11H10BrF3Ta in a non-equilibrium geometry.

The value obtained for the largest force on an atom is 13.20 eV Å⁻¹. Its net charge is +1. For the total energy, the calculation gives -3355.4894 a.u. The calculation puts the HOMO energy at -12.72 eV. The frontier orbital gap is 6.560 eV.

Last column: natural (NBO) charge in e.
Geometry (Å):
C: -0.7778 2.0524 0.7125  -0.260
C: -0.3598 1.5372 1.9801  -0.332
C: 1.0853 1.3010 1.9221  -0.398
H: -1.0144 1.3665 2.8369  0.307
C: 1.5087 1.6290 0.5583  -0.370
C: 0.3613 2.1204 -0.1513  -0.267
H: 0.3898 2.5806 -1.1481  0.297
H: -1.7736 2.4686 0.4942  0.295
H: 1.6939 0.8019 2.6748  0.324
H: 2.5128 1.5318 0.1476  0.317
Ta: 0.2033 -0.0907 0.6282  1.349
Br: -0.1050 -1.8170 2.3576  -0.057
C: -0.6790 -1.9645 -1.1626  -0.311
C: -0.5577 -0.8326 -2.0521  -0.218
C: -1.6156 0.0734 -1.7605  -0.232
H: 0.2516 -0.6889 -2.7725  0.272
C: -2.3991 -0.4771 -0.6876  -0.223
C: -1.8462 -1.7572 -0.3487  -0.243
H: -2.2062 -2.4361 0.4209  0.267
H: -0.0269 -2.8389 -1.1328  0.284
H: -1.7293 1.0724 -2.1900  0.249
H: -3.2103 0.0123 -0.1412  0.256
F: 3.2175 -0.9190 0.6882  -0.349
C: 2.2089 -1.2224 -0.2095  0.720
F: 2.7292 -0.9074 -1.4554  -0.347
F: 2.1385 -2.5955 -0.2091  -0.331

Atoms 1-2, force components in eV/Å:
C 0.63 1.03 0.52
C 1.17 1.73 0.61